(1)
{
  "formula": "C27H28CaN5OPS",
  "method": "ωB97M-V with the def2-TZVPD basis set",
  "homo_ha": -0.2814,
  "e_above_lowest_kj_mol": 41.99,
  "fmax_ev_per_a": 2.43,
  "homo_lumo_gap_ha": 0.28642,
  "molar_mass_g_mol": 541.7,
  "species": ["Ca", "C", "C", "N", "C", "C", "S", "C", "C", "N", "H", "H", "H", "H", "H", "H", "H", "H", "H", "H", "H", "H", "H", "H", "C", "C", "C", "C", "C", "C", "P", "C", "C", "C", "C", "C", "C", "C", "C", "C", "C", "C", "C", "H", "H", "H", "H", "H", "H", "H", "H", "H", "H", "H", "H", "H", "H", "O", "N", "C", "C", "N", "C", "N"],
  "xyz": [[-0.31687, 0.02695, 0.66047], [-0.61881, -3.06738, -0.45060], [0.91557, -3.05601, -0.38405], [1.38608, -1.84185, 0.27401], [2.67834, -1.33135, -0.15514], [2.64270, -0.81804, -1.59953], [1.13574, 0.10291, -2.05987], [0.15765, -1.17595, -2.92972], [-1.19522, -1.51098, -2.29948], [-1.16526, -1.77290, -0.86374], [-0.94639, -3.88017, -1.11220], [-0.99173, -3.26877, 0.55202], [1.24444, -3.96521, 0.13032], [1.33783, -3.09945, -1.38672], [1.35625, -1.96940, 1.27910], [2.93549, -0.50006, 0.50455], [3.47883, -2.08117, -0.08443], [3.46898, -0.12632, -1.75473], [2.75496, -1.62499, -2.32268], [-0.02576, -0.78635, -3.93046], [0.78607, -2.05750, -3.03373], [-1.85687, -0.66187, -2.45636], [-1.60813, -2.36381, -2.85888], [-2.11731, -1.70257, -0.51134], [-3.48954, 6.98591, -1.34362], [-2.37317, 6.71413, -2.11918], [-1.72568, 5.49309, -1.99677], [-2.17623, 4.53551, -1.08986], [-3.30200, 4.81691, -0.31842], [-3.95411, 6.03415, -0.44687], [-1.19323, 2.98141, -0.93918], [-2.55841, 1.82515, -0.46539], [-2.94235, 1.51477, 0.84152], [-3.96359, 0.60133, 1.07820], [-4.62829, 0.00070, 0.01748], [-4.28875, 0.33985, -1.28664], [-3.25863, 1.23934, -1.52260], [-0.25125, 3.26527, 0.61248], [0.00075, 4.57058, 1.04042], [0.86031, 4.79271, 2.10547], [1.46063, 3.71114, 2.73060], [1.19218, 2.42002, 2.29216], [0.33898, 2.13275, 1.21598], [-3.99853, 7.93721, -1.43328], [-2.00991, 7.45211, -2.82346], [-0.85439, 5.27560, -2.60408], [-3.66907, 4.09082, 0.39388], [-4.82774, 6.23936, 0.15933], [-2.45287, 2.00818, 1.67408], [-4.25763, 0.38118, 2.09751], [-5.41902, -0.71433, 0.20594], [-4.82397, -0.10119, -2.11883], [-2.99613, 1.50986, -2.54065], [-0.47212, 5.41285, 0.54967], [1.05542, 5.80205, 2.44629], [2.13195, 3.87436, 3.56702], [1.67258, 1.59877, 2.82532], [-0.67140, -1.35810, 2.08483], [-1.20942, -1.99394, 3.07511], [-1.72775, -1.29854, 4.04239], [-2.32891, -2.00543, 5.12693], [-2.81317, -2.54945, 6.01564], [-1.73813, 0.13227, 4.04803], [-1.72276, 1.28042, 3.97941]],
  "lowdin_charge": [1.205, -0.188, -0.183, -0.169, -0.263, -0.439, 0.863, -0.430, -0.263, -0.155, 0.123, 0.106, 0.128, 0.096, 0.104, 0.119, 0.122, 0.074, 0.069, 0.074, 0.062, 0.086, 0.124, 0.108, -0.092, -0.090, -0.118, -0.391, -0.080, -0.081, 1.068, -0.420, -0.140, -0.073, -0.084, -0.090, -0.133, -0.452, -0.106, -0.102, -0.112, -0.182, -0.322, 0.101, 0.101, 0.097, 0.100, 0.103, 0.084, 0.108, 0.105, 0.107, 0.105, 0.090, 0.096, 0.094, 0.075, -0.430, -0.010, -0.312, -0.185, 0.157, -0.164, 0.209]
}

=====

(2)
{
  "formula": "C27H28Cl4N4NiO9S2",
  "method": "ωB97M-V with the def2-TZVPD basis set",
  "homo_ha": [-0.0919, -0.0962],
  "e_above_lowest_kj_mol": 41.75,
  "total_charge": -2,
  "fmax_ev_per_a": 0.20,
  "multiplicity": 3,
  "homo_lumo_gap_ha": [0.22389, 0.22823],
  "molar_mass_g_mol": 817.2,
  "species": ["Ni", "O", "C", "C", "C", "N", "C", "C", "C", "O", "O", "C", "O", "O", "H", "H", "H", "C", "C", "C", "C", "C", "O", "C", "C", "C", "C", "C", "C", "Cl", "C", "C", "C", "N", "C", "N", "C", "N", "H", "H", "H", "H", "H", "H", "H", "H", "H", "H", "H", "H", "H", "H", "H", "H", "H", "H", "H", "H", "H", "H", "C", "O", "C", "S", "S", "H", "H", "H", "Cl", "C", "Cl", "Cl", "C", "O", "O"],
  "xyz": [[0.61588, -2.76235, 0.84878], [-5.12700, -1.94724, 2.73192], [-3.83678, -2.07005, 2.28894], [-3.51023, -1.85536, 0.95352], [-2.18816, -2.00203, 0.58113], [-1.26669, -2.33404, 1.46866], [-1.56435, -2.55630, 2.74043], [-2.85667, -2.41314, 3.20919], [-0.35937, -2.98020, 3.59415], [-0.53784, -3.06803, 4.81187], [0.68668, -3.20561, 2.91928], [-1.66183, -1.76996, -0.83874], [-2.49565, -1.43236, -1.69226], [-0.41242, -1.90283, -0.96670], [-5.68707, -1.78471, 1.96625], [-4.24499, -1.59442, 0.20061], [-3.07851, -2.59813, 4.25007], [0.22699, 5.20677, -1.29028], [0.88611, 4.08742, -0.46884], [1.41174, 3.05411, -1.47271], [2.08944, 4.68467, 0.27306], [-0.14865, 3.53205, 0.56720], [-0.65682, 4.65603, 1.32517], [-1.39632, 2.83392, -0.01797], [-1.28613, 1.56088, -0.87633], [-1.47390, 1.69651, -2.37176], [-2.18285, 2.72501, -2.97837], [-2.33458, 2.78469, -4.35959], [-1.77507, 1.78991, -5.13521], [-1.95023, 1.86371, -6.87679], [-1.08678, 0.73450, -4.55954], [-0.94331, 0.69193, -3.18370], [0.44723, 2.72184, 1.74248], [0.98814, 1.41243, 1.47669], [0.37620, 0.22889, 1.59108], [1.19042, -0.73078, 1.22037], [2.33479, -0.07740, 0.89869], [2.25993, 1.22695, 1.04347], [0.92692, 5.53413, -2.06182], [-0.01379, 6.08196, -0.68199], [-0.67241, 4.85987, -1.80406], [2.24357, 3.50695, -2.01970], [0.65747, 2.77695, -2.20594], [1.79411, 2.15658, -0.99429], [2.69386, 5.26159, -0.43138], [2.72347, 3.89869, 0.68494], [1.77114, 5.35161, 1.07652], [-1.23595, 5.15801, 0.74419], [-1.95150, 3.60122, -0.56474], [-2.01782, 2.61363, 0.85394], [-2.04689, 0.85044, -0.54082], [-0.33904, 1.04902, -0.71367], [-2.64237, 3.50661, -2.38551], [-2.88340, 3.59295, -4.82426], [-0.67735, -0.05286, -5.17730], [-0.43638, -0.14963, -2.72328], [-0.36766, 2.59371, 2.45466], [1.21824, 3.31059, 2.23256], [-0.64074, 0.10814, 1.92855], [3.22239, -0.59011, 0.57029], [6.40223, -3.88073, 0.58662], [5.13435, -3.82000, -0.04109], [4.09397, -3.24688, 0.62836], [4.30773, -2.59702, 2.15073], [2.68057, -3.30764, -0.31036], [7.04953, -4.38824, -0.12887], [6.35356, -4.43942, 1.52191], [6.78361, -2.88276, 0.80844], [-0.12800, -7.45489, -0.87271], [-0.35262, -6.94867, 0.82556], [-1.52013, -8.05605, 1.58231], [1.19434, -7.07716, 1.67995], [-0.84430, -5.43020, 0.85628], [-1.93375, -5.21626, 1.36416], [0.00172, -4.68147, 0.31757]],
  "lowdin_charge": [0.474, 0.044, -0.284, 0.057, -0.166, 0.076, -0.163, 0.070, -0.609, -0.004, -0.063, -0.621, -0.007, -0.057, 0.095, 0.119, 0.126, -0.046, -0.494, -0.025, -0.057, -0.413, -0.038, -0.087, -0.115, -0.220, -0.051, -0.122, -0.673, 0.603, -0.084, -0.017, -0.055, -0.101, -0.109, 0.077, -0.192, 0.116, 0.087, 0.081, 0.070, 0.090, 0.071, 0.067, 0.081, 0.073, 0.083, 0.082, 0.089, 0.122, 0.117, 0.101, 0.097, 0.094, 0.108, 0.112, 0.138, 0.126, 0.146, 0.060, -0.175, -0.281, -1.305, 0.562, 0.677, 0.078, 0.064, 0.060, 0.541, -1.487, 0.531, 0.579, -0.796, 0.006, -0.137]
}

=====

(3)
{
  "formula": "C27H28CoN6O8P",
  "method": "ωB97M-V with the def2-TZVPD basis set",
  "homo_ha": [-0.1714, -0.1728],
  "e_above_lowest_kj_mol": 66.84,
  "total_charge": -1,
  "fmax_ev_per_a": 0.57,
  "multiplicity": 2,
  "homo_lumo_gap_ha": [0.24734, 0.24877],
  "molar_mass_g_mol": 654.5,
  "species": ["Co", "C", "N", "C", "C", "N", "C", "P", "C", "N", "C", "C", "N", "C", "C", "N", "C", "C", "N", "C", "H", "H", "H", "H", "H", "H", "H", "H", "H", "H", "H", "H", "H", "H", "H", "O", "C", "O", "C", "C", "C", "C", "C", "O", "C", "C", "O", "O", "H", "H", "H", "H", "H", "H", "H", "H", "O", "C", "C", "C", "C", "C", "C", "C", "O", "O", "H", "H", "H", "H", "H"],
  "xyz": [[-0.40784, -0.00089, -0.58259], [-2.70808, 2.90880, 3.43770], [-1.75308, 2.47529, 2.44123], [-0.58905, 3.12635, 2.10989], [0.00409, 2.38619, 1.13055], [-0.77865, 1.30870, 0.86068], [-1.82779, 1.37140, 1.65252], [-3.16217, 0.14040, 1.71253], [-2.09885, -1.32645, 1.53350], [-1.14034, -1.45544, 0.64019], [-0.58626, -2.68873, 0.80778], [-1.23312, -3.32069, 1.83068], [-2.19191, -2.45027, 2.29073], [-3.14261, -2.72997, 3.34467], [-3.72002, 0.26138, -0.00714], [-2.86627, 0.32092, -0.99542], [-3.59030, 0.35902, -2.14646], [-4.92203, 0.32222, -1.83466], [-5.00630, 0.25971, -0.46345], [-6.21989, 0.19835, 0.31820], [-2.33260, 3.82593, 3.88647], [-2.82838, 2.15707, 4.21771], [-3.67887, 3.11286, 2.98586], [-0.30128, 4.04176, 2.59425], [0.93051, 2.53260, 0.60841], [0.25782, -2.99137, 0.21156], [-1.09429, -4.28881, 2.27712], [-2.87511, -3.68477, 3.79196], [-4.15946, -2.79535, 2.95550], [-3.10466, -1.95966, 4.11458], [-3.10939, 0.40522, -3.10888], [-5.80557, 0.33206, -2.44859], [-7.06666, 0.18871, -0.36518], [-6.30952, 1.06486, 0.97393], [-6.25225, -0.70816, 0.92305], [-1.16166, -1.67990, -4.06749], [-0.36806, -1.22340, -3.24471], [-0.54761, -1.30273, -1.97544], [0.91080, -0.58415, -3.77973], [2.20807, -0.92074, -3.02143], [3.39085, -0.71385, -3.98238], [3.43963, 0.83528, -4.05585], [2.30931, 1.20745, -3.07814], [2.38111, 0.16793, -2.11550], [0.95175, 0.97958, -3.75443], [-0.20773, 1.66545, -3.03773], [-0.98525, 2.33668, -3.71776], [-0.28423, 1.56146, -1.76063], [0.97844, -0.93443, -4.81027], [2.19685, -1.84790, -2.45516], [4.30453, -1.11901, -3.54662], [3.23019, -1.18585, -4.95268], [4.39522, 1.21800, -3.69498], [3.26985, 1.22705, -5.05981], [2.41181, 2.17097, -2.58076], [0.95313, 1.38178, -4.76814], [2.27633, 0.66280, 3.09525], [3.46871, 0.14064, 2.66679], [4.63085, 0.42821, 3.38096], [5.85164, -0.10019, 2.99471], [5.91535, -0.94097, 1.89407], [4.74923, -1.23201, 1.20193], [3.51335, -0.69759, 1.54949], [2.31410, -1.04705, 0.66566], [2.35811, -2.15075, 0.10066], [1.42134, -0.16765, 0.60818], [2.46706, 1.21001, 3.86472], [4.56833, 1.07471, 4.25195], [6.74418, 0.14303, 3.55867], [6.85977, -1.36550, 1.58005], [4.75482, -1.89664, 0.34771]],
  "lowdin_charge": [0.569, -0.048, -0.133, -0.047, -0.076, 0.019, -0.422, 1.155, -0.427, 0.039, -0.062, -0.041, -0.137, -0.048, -0.466, 0.092, -0.069, -0.054, -0.141, -0.050, 0.084, 0.081, 0.084, 0.110, 0.123, 0.105, 0.111, 0.085, 0.083, 0.079, 0.113, 0.109, 0.084, 0.082, 0.080, 0.011, -0.591, -0.086, -0.099, -0.252, -0.106, -0.105, -0.268, -0.057, -0.106, -0.601, 0.008, -0.086, 0.140, 0.149, 0.104, 0.104, 0.102, 0.105, 0.158, 0.141, 0.047, -0.255, -0.052, -0.118, -0.107, -0.026, -0.046, -0.608, -0.016, -0.039, 0.091, 0.100, 0.091, 0.089, 0.113]
}

=====

(4)
{
  "formula": "C27H28CuN3O2S",
  "method": "ωB97M-V with the def2-TZVPD basis set",
  "homo_ha": -0.2154,
  "e_above_lowest_kj_mol": 84.39,
  "fmax_ev_per_a": 1.88,
  "homo_lumo_gap_ha": 0.22288,
  "molar_mass_g_mol": 522.2,
  "species": ["Cu", "C", "C", "O", "N", "C", "C", "C", "C", "C", "C", "N", "H", "H", "H", "H", "H", "H", "H", "H", "H", "H", "C", "S", "O", "C", "C", "C", "C", "C", "C", "H", "H", "H", "H", "H", "H", "H", "H", "C", "C", "C", "C", "C", "C", "N", "C", "C", "C", "C", "C", "C", "H", "H", "H", "H", "H", "H", "H", "H", "H", "H"],
  "xyz": [[0.46269, 0.29677, 0.07959], [-2.07092, 2.66847, 2.04851], [-1.86603, 1.75142, 0.87422], [-0.87761, 1.81164, 0.14698], [-2.85712, 0.85676, 0.65930], [-2.73692, -0.15008, -0.38101], [-1.96497, -1.36007, 0.09067], [-2.61837, -2.38506, 0.75669], [-1.90108, -3.49154, 1.18249], [-0.53964, -3.53061, 0.91591], [0.03664, -2.47351, 0.24075], [-0.64620, -1.39521, -0.16330], [-1.20324, 3.31188, 2.15317], [-2.19543, 2.08613, 2.95892], [-2.95652, 3.28259, 1.91035], [-3.58798, 0.75205, 1.34569], [-2.20418, 0.31487, -1.21420], [-3.74060, -0.44425, -0.70057], [-3.68472, -2.32633, 0.91707], [-2.39199, -4.30469, 1.69367], [0.06294, -4.37218, 1.21649], [1.08940, -2.47845, 0.00004], [0.86427, 0.43035, -4.20136], [0.01493, 1.11288, -2.69501], [0.24726, 2.54942, -2.73727], [-1.63727, 0.87775, -3.45604], [-2.41487, 1.99266, -3.71609], [-3.64610, 1.83845, -4.33456], [-4.08356, 0.57484, -4.69816], [-3.31190, -0.54036, -4.40760], [-2.09332, -0.39547, -3.76643], [0.58664, 1.04701, -5.04930], [0.55413, -0.59593, -4.34816], [1.93483, 0.47819, -4.03714], [-2.03541, 2.96784, -3.44057], [-4.26179, 2.70093, -4.54523], [-5.02957, 0.45544, -5.20712], [-3.65985, -1.52249, -4.69382], [-1.50866, -1.27123, -3.51570], [5.74361, 1.70045, 0.55732], [4.89766, 1.31827, -0.47204], [3.63640, 0.83089, -0.20158], [3.18576, 0.69215, 1.11654], [4.02517, 1.15190, 2.14349], [5.28400, 1.63920, 1.86398], [1.92814, 0.18219, 1.35359], [1.68472, -0.52479, 2.49954], [2.67923, -1.25189, 3.18087], [2.37994, -1.99532, 4.29941], [1.08299, -2.05262, 4.78809], [0.08102, -1.37984, 4.10672], [0.37122, -0.63530, 2.98411], [6.73991, 2.06240, 0.34641], [5.23335, 1.40132, -1.49616], [2.96852, 0.54661, -1.00762], [3.66726, 1.13952, 3.16383], [5.91611, 1.98042, 2.67436], [3.69405, -1.23482, 2.81013], [3.16717, -2.54490, 4.80002], [0.86017, -2.61243, 5.68422], [-0.94000, -1.43353, 4.46168], [-0.41427, -0.10075, 2.46121]],
  "lowdin_charge": [0.292, 0.023, -0.498, -0.013, 0.094, -0.102, -0.245, -0.017, -0.043, -0.037, -0.107, 0.061, 0.095, 0.087, 0.088, 0.149, 0.081, 0.135, 0.113, 0.110, 0.112, 0.122, -0.192, 0.891, -0.488, -0.389, -0.063, -0.069, -0.084, -0.079, -0.110, 0.063, 0.040, 0.047, 0.111, 0.106, 0.103, 0.105, 0.112, -0.127, -0.110, -0.046, -0.305, -0.056, -0.104, -0.024, -0.315, -0.048, -0.105, -0.131, -0.117, -0.061, 0.089, 0.095, 0.083, 0.111, 0.098, 0.108, 0.098, 0.086, 0.094, 0.083]
}

=====

Short version: energy = -76512.8755, -165651.1346, -100693.7449, -92493.3784 eV, in the order given.